Below is a cluster of 9 separate species, C2H21NO9 in total in a non-equilibrium geometry, with properties calculated with the ωB97M-V functional and the def2-TZVPD basis.

Geometry as XYZ:
```
33
Properties=species:S:1:pos:R:3:forces:R:3
C 0.736800 -1.402414 2.274400 -0.9 -3.1 -1.8
N 0.255292 -0.871566 1.017507 -0.6 2.3 0.3
C -0.073581 0.455801 0.839998 2.5 -0.8 -0.1
O 0.203758 1.376065 1.599099 -0.5 -0.7 -0.2
H 1.766959 -1.228888 2.428441 1.2 0.4 0.1
H 0.594244 -2.543601 2.188895 0.2 1.7 0.4
H 0.172379 -1.028002 3.074559 -0.7 0.5 1.3
H -0.222239 -1.394669 0.313906 0.3 -1.1 0.1
H -0.333856 0.534783 -0.215543 -0.8 0.9 -0.1
O -2.131756 -2.596051 -0.339416 -1.3 1.3 1.7
H -1.254274 -2.461199 -0.733239 -0.6 0.1 0.4
H -2.485748 -1.829172 0.264904 1.4 -1.7 -2.1
O 0.209861 -2.851776 -1.689059 1.3 -2.8 -1.9
H -0.349161 -2.534553 -2.411736 -0.1 0.5 0.1
H 0.557305 -3.739032 -2.108273 -0.9 2.5 1.6
O -1.060413 -0.506875 -3.048330 3.5 0.7 -1.5
H -0.421018 -0.756548 -3.839835 -2.1 0.8 2.3
H -0.493206 0.226559 -2.615143 -1.3 -1.4 -0.9
O -2.723622 -0.151954 0.970251 0.9 -0.7 2.9
H -3.594272 0.126426 1.331513 0.8 -0.3 -0.1
H -2.110029 -0.325619 1.803331 -2.1 0.7 -2.4
O -2.888485 2.358616 -0.014910 0.2 3.8 -1.1
H -3.075881 2.978601 -0.798382 0.3 -1.7 1.8
H -3.141077 1.497174 -0.243394 -0.4 -1.8 -0.9
O 1.393963 1.695120 -2.617406 -2.9 -3.9 -3.2
H 1.864951 2.267969 -2.128031 3.0 3.0 2.8
H 1.989015 1.024170 -2.997671 -0.1 0.7 0.5
O 2.823085 1.993488 2.495123 1.3 -3.3 1.9
H 2.372190 2.679863 2.119913 -1.9 3.1 -1.5
H 2.086158 1.374995 2.679985 0.5 0.3 -0.1
O 3.267732 1.934447 -0.264535 -2.3 -1.1 0.1
H 3.645768 2.192074 0.570480 0.6 0.1 0.5
H 2.419151 1.505784 0.092592 1.7 0.8 -1.0
```
Forces are in eV/Å.

Energy relative to the best compared isomer or geometry (same formula, charge and spin) = 40.1 kcal per mole
LUMO level = 0.1 eV
SMILES = CNC=O.O.O.O.O.O.O.O.O
Largest force on an atom = 5.805 eV/Å
Orbital gap = 0.38119 hartree
Highest occupied orbital energy = -10.26 eV
Calculated total energy = -820.65724 Ha

---

Below is a structure of composition C2H22CdO17Zn in a non-equilibrium geometry, with properties calculated with the ωB97M-V functional and the def2-TZVPD basis.

Geometry as XYZ:
```
43
Properties=species:S:1:pos:R:3:forces:R:3
Cd -1.262363 -1.487638 -1.391395 -1.0 0.2 -1.1
Zn -1.228127 -1.201976 1.929956 -1.6 0.2 1.3
C -2.871714 -2.250326 0.589337 5.7 2.1 2.3
O -2.525988 -0.961835 0.315419 -2.8 0.9 0.4
O -2.750574 -2.520271 1.882864 -1.8 -0.6 -1.5
O -2.455961 -2.990333 -0.321368 -2.0 -2.9 -1.4
C 0.312117 -0.404197 0.235409 -4.4 -1.1 0.0
O -0.074473 -1.715233 0.490124 2.4 1.6 -0.3
O 0.516561 -0.121452 -0.983049 1.0 -0.1 1.8
O -0.169589 0.372575 1.162949 2.7 -0.5 -0.9
O 0.508163 1.895197 -2.657851 0.3 3.0 -1.5
H 0.472657 1.048689 -2.312677 -0.1 -2.4 1.0
H 0.418893 1.837835 -3.612908 -0.1 0.0 0.1
O 3.489003 -1.398243 -2.355982 -0.3 0.4 -3.3
H 2.876565 -0.842383 -2.906179 1.1 -0.7 1.0
H 3.123973 -1.394149 -1.502166 -0.6 -0.1 2.0
O 3.125559 0.404559 -0.370988 -1.3 -1.9 -0.9
H 3.176085 1.276660 -0.050031 0.0 1.8 0.8
H 2.210863 0.345352 -0.755824 1.6 0.4 0.3
O 1.830862 2.208655 1.225766 0.4 -0.9 -1.2
H 1.187550 1.459525 1.272216 0.6 1.4 0.9
H 1.719555 2.920586 1.832619 -0.6 0.2 0.9
O -0.720024 -0.783833 -3.505036 -0.6 -1.0 -0.8
H 0.126494 -0.763553 -3.996237 -0.7 -0.4 0.3
H -1.381054 -1.335776 -3.995797 1.1 0.9 -0.1
O -2.140149 0.087616 3.209566 2.2 0.5 -2.2
H -2.456601 -0.311769 3.960612 -1.7 -1.0 2.7
H -2.578917 0.900766 2.910381 -0.4 0.5 0.0
O 2.586096 -1.031019 2.710867 -1.5 0.2 1.7
H 3.453055 -0.915514 3.071154 0.7 0.1 -0.1
H 2.630385 -1.105343 1.779117 0.8 -0.3 -1.5
O 2.222903 -2.678183 0.296216 0.0 0.5 -0.3
H 1.345168 -2.180394 0.343012 1.3 -2.2 0.0
H 2.067617 -3.630358 0.204395 -0.2 0.6 0.1
O -0.868714 2.459474 -0.023115 -0.7 0.1 0.0
H -0.503995 3.141857 0.533669 0.5 0.5 -0.2
H -0.553785 1.617209 0.373292 0.1 0.5 0.0
O -2.826859 2.379634 1.927490 -0.4 -0.1 1.8
H -1.972174 2.243731 1.526085 0.3 0.1 -1.0
H -3.489002 2.139935 1.292270 -0.3 -0.1 -0.7
O -2.174254 0.934627 -1.786538 0.6 -0.8 -0.8
H -2.934294 0.931652 -1.218636 -0.4 0.1 0.7
H -1.461514 1.417645 -1.329009 -0.5 0.5 -0.3
```
Forces are in eV/Å.

LUMO level = -1.3 eV
Largest force on an atom = 6.476 eV/Å
Orbital gap = 0.31208 hartree
Highest occupied orbital energy = -9.79 eV
Calculated total energy = -3315.56790 Ha

---

Below is a cluster of 10 separate species, C2H24O10 in total in a non-equilibrium geometry, with properties calculated with the ωB97M-V functional and the def2-TZVPD basis.

Geometry as XYZ:
```
36
Properties=species:S:1:pos:R:3:forces:R:3
C 0.778956 0.414642 -0.047210 0.8 1.3 0.1
C -0.128658 0.842000 1.088060 0.6 -0.9 0.4
O 0.178246 0.178150 2.322373 0.1 0.6 0.0
H 0.759724 -0.648490 -0.190211 -0.3 -0.2 -0.3
H 0.523635 1.092650 -0.859468 -0.4 -0.9 -0.7
H 1.836822 0.691278 0.013822 -0.1 0.0 0.9
H -1.139219 0.524394 0.852341 -0.1 0.3 0.0
H -0.089935 1.926806 1.201243 -0.1 0.0 0.0
H 0.939602 0.684282 2.670854 -0.1 -0.6 0.0
O -0.877679 -2.771880 1.837164 0.5 0.1 0.5
H -0.485439 -1.950324 2.168277 0.1 0.1 0.2
H -1.161384 -2.538392 0.957359 -0.5 0.1 -0.5
O 1.466069 3.248640 -0.703210 0.1 0.3 -0.9
H 0.545482 3.441352 -1.000334 0.1 -0.2 0.4
H 1.850935 3.136565 -1.588729 0.3 0.0 0.5
O -1.046780 -1.373868 -1.426863 0.3 -0.9 -0.3
H -1.757947 -2.009734 -1.572480 -0.1 0.1 0.1
H -0.323584 -1.957856 -1.141499 0.0 -0.2 -0.1
O 2.409548 -2.130672 -1.613073 0.3 -0.7 0.4
H 3.229971 -2.048735 -2.104177 -0.3 0.5 -0.3
H 1.761501 -1.457730 -1.830780 0.4 0.3 -0.4
O -2.196038 0.937940 -1.235406 0.3 -0.8 -0.5
H -1.623774 0.211658 -0.901571 -0.3 0.5 0.3
H -2.406255 0.453395 -2.052683 -0.3 0.9 0.0
O -3.013645 -1.125824 0.588654 0.4 0.1 0.0
H -2.750716 -0.884458 1.480731 0.1 0.0 0.2
H -3.886687 -1.481952 0.692167 -0.7 -0.3 0.1
O 2.483309 1.671792 2.599440 0.1 0.1 0.2
H 2.123306 2.564660 2.547189 0.2 0.0 -0.2
H 3.084622 1.568156 1.850427 -0.3 0.2 0.1
O 0.544773 -3.657224 -0.441000 -0.3 -0.1 -0.2
H 0.807314 -3.318318 0.421431 0.0 -0.2 0.2
H 1.348074 -3.969939 -0.873507 0.0 0.4 0.0
O -1.059053 3.363266 -1.574538 -0.3 -0.2 0.8
H -1.371071 3.917961 -0.844476 -0.1 0.1 -0.3
H -1.354036 2.455810 -1.290329 -0.1 0.3 -0.7
```
Forces are in eV/Å.

Energy relative to the best compared isomer or geometry (same formula, charge and spin) = 27.6 kcal per mole
LUMO level = 0.3 eV
SMILES = CCO.O.O.O.O.O.O.O.O.O
Largest force on an atom = 1.489 eV/Å
Orbital gap = 0.38197 hartree
Highest occupied orbital energy = -10.07 eV
Calculated total energy = -842.96950 Ha

---

Below is a cluster of 10 separate species, C2H24O10 in total, with properties calculated with the ωB97M-V functional and the def2-TZVPD basis.

Geometry as XYZ:
```
36
Properties=species:S:1:pos:R:3:forces:R:3
C 6.473302 14.942622 5.821167 -0.5 -0.5 0.7
C 5.680086 16.204599 5.612689 -0.7 0.6 0.3
O 6.256822 17.252128 6.403634 0.3 0.0 -0.3
H 6.252056 14.503754 6.799563 -0.2 0.2 0.0
H 7.545699 15.117427 5.877527 0.0 0.1 -0.6
H 6.157990 14.180862 5.110414 0.4 0.0 -0.3
H 4.639887 16.097865 5.937191 0.0 -0.4 0.2
H 5.546188 16.496849 4.566188 0.7 0.0 -0.2
H 6.001327 18.103973 6.039802 -0.1 0.0 0.1
O 5.868414 15.473537 -1.309657 0.0 -0.2 0.2
H 5.533282 15.048293 -0.507730 -0.1 0.2 -0.1
H 6.613157 16.002916 -1.016096 0.0 0.0 -0.1
O 5.087707 14.690704 2.295795 -0.1 -0.1 -0.2
H 5.751248 15.383560 2.206716 0.1 0.1 0.1
H 5.581871 13.871921 2.166066 0.1 0.0 0.0
O 7.068760 12.290184 1.495484 0.3 0.2 0.2
H 7.316549 11.798193 0.705605 -0.1 0.0 0.1
H 7.889419 12.365213 2.004013 -0.1 0.2 -0.2
O 8.381994 15.008854 3.028093 0.3 0.1 0.0
H 9.119849 14.993661 3.649384 -0.1 -0.1 0.0
H 8.202387 15.945872 2.881230 -0.1 -0.3 0.0
O 6.888168 17.200583 1.647951 0.5 -0.1 0.4
H 7.356651 16.948806 0.843788 -0.1 0.1 0.0
H 7.518892 17.748627 2.136073 -0.2 0.1 -0.2
O 4.450579 18.638801 1.579122 0.1 -0.1 0.4
H 5.136759 18.120232 2.029335 -0.4 0.1 -0.4
H 3.629590 18.436600 2.043170 0.1 0.0 -0.1
O 6.573114 11.114675 4.195225 0.1 0.1 0.0
H 6.630519 11.722431 3.446281 -0.2 -0.3 0.1
H 6.395583 10.257598 3.792839 0.0 0.1 0.0
O 1.926584 14.859081 1.668450 0.1 -0.1 0.2
H 2.767948 14.809356 2.143437 0.0 0.0 -0.2
H 1.361840 14.208240 2.098512 0.0 0.1 0.0
O 4.766206 10.790827 0.354550 0.1 0.0 0.0
H 4.835023 11.715471 0.618221 0.0 -0.1 0.0
H 5.417316 10.681179 -0.345998 -0.2 0.0 0.0
```
Forces are in eV/Å.

Energy relative to the best compared isomer or geometry (same formula, charge and spin) = 37.9 kcal per mole
LUMO level = -0.5 eV
SMILES = CCO.O.O.O.O.O.O.O.O.O
Largest force on an atom = 0.998 eV/Å
Orbital gap = 0.35908 hartree
Highest occupied orbital energy = -10.26 eV
Calculated total energy = -842.95299 Ha

---

> What is the calculated total energy in the third record?

-842.96950 Ha